50
Properties=species:S:1:pos:R:3 method="wB97M-V/def2-TZVPD" gap_ev="4.09 / 4.08" e_homo_ev="-17.466 / -17.478" energy_ha=-1611.511288 charge=+3
Pb 1.110 -14.140 -10.955
C -0.394 -18.500 -12.086
C -0.207 -18.505 -13.469
C 0.413 -17.481 -14.153
C 0.973 -16.464 -13.401
N 0.789 -16.440 -12.057
C 0.115 -17.404 -11.383
C 1.808 -15.440 -13.959
C 2.222 -15.509 -15.286
C 2.932 -14.465 -15.848
C 3.363 -13.385 -15.054
C 3.001 -13.408 -13.709
N 2.193 -14.371 -13.213
C 3.392 -12.395 -12.744
C 4.387 -11.447 -13.022
C 4.798 -10.602 -12.056
C 4.137 -10.551 -10.802
C 3.178 -11.475 -10.591
N 2.807 -12.407 -11.519
H -0.959 -19.303 -11.614
H -0.605 -19.388 -14.006
H 0.487 -17.495 -15.225
H 0.079 -17.403 -10.333
H 2.052 -16.414 -15.896
H 3.178 -14.510 -16.915
H 3.963 -12.583 -15.406
H 4.979 -11.446 -13.949
H 5.597 -9.883 -12.250
H 4.356 -9.823 -10.006
H 2.616 -11.565 -9.668
F 5.879 -17.011 -10.596
C 4.994 -16.262 -9.826
C 3.899 -15.734 -10.514
C 2.925 -15.045 -9.855
C 3.054 -14.824 -8.477
C 4.143 -15.400 -7.797
F 4.387 -15.110 -6.471
C 5.084 -16.185 -8.446
C 2.026 -14.085 -7.725
C 1.635 -14.404 -6.387
C 0.691 -13.655 -5.750
C -0.001 -12.652 -6.438
C 0.325 -12.482 -7.778
N 1.334 -13.125 -8.390
H 3.891 -15.828 -11.615
H 5.912 -16.616 -7.892
H 2.200 -15.182 -5.877
H 0.386 -13.919 -4.762
H -0.840 -12.071 -6.029
H -0.167 -11.791 -8.411



54
Properties=species:S:1:pos:R:3 method="wB97M-V/def2-TZVPD" gap_ev="7.41 / 4.18" e_homo_ev="-14.078 / -14.106" spin_multiplicity=5 energy_ha=-2108.573738 charge=+2
Rh 1.927 -0.945 -1.043
S 7.214 -1.110 4.363
N 7.306 -1.135 2.761
C 6.090 -1.211 2.243
C 5.747 -1.280 0.857
C 6.684 -1.285 -0.185
C 6.233 -1.421 -1.482
C 4.865 -1.541 -1.724
N 3.968 -1.494 -0.748
C 4.379 -1.359 0.531
C 3.364 -1.308 1.559
N 2.080 -1.294 1.163
C 1.104 -1.295 2.054
C 1.352 -1.291 3.425
C 2.659 -1.277 3.870
C 3.695 -1.283 2.931
C 5.084 -1.241 3.263
N 5.614 -1.192 4.476
H 7.733 -1.190 0.047
H 6.924 -1.450 -2.308
H 4.490 -1.693 -2.733
H 0.094 -1.305 1.663
H 0.525 -1.295 4.119
H 2.906 -1.265 4.922
C -4.319 3.318 -2.438
C -4.059 2.881 -0.996
C -5.325 2.451 -0.261
C -5.890 1.172 -0.861
C -4.842 0.120 -0.986
C -5.197 -1.213 -1.035
C -4.224 -2.199 -1.171
F -4.593 -3.467 -1.229
C -2.876 -1.880 -1.227
C -2.486 -0.543 -1.158
C -1.057 -0.221 -1.185
O -0.220 -1.145 -1.313
C -0.770 1.173 -1.026
C -1.785 2.097 -0.960
N -3.080 1.789 -0.992
C -3.467 0.479 -1.054
C 0.647 1.755 -0.860
O 0.717 2.844 -0.337
O 1.604 1.043 -1.296
H -5.070 4.104 -2.441
H -4.675 2.494 -3.051
H -3.412 3.711 -2.889
H -3.603 3.718 -0.457
H -6.064 3.247 -0.325
H -5.098 2.294 0.795
H -6.293 1.376 -1.858
H -6.719 0.797 -0.261
H -6.233 -1.508 -0.969
H -2.134 -2.661 -1.326
H -1.511 3.140 -0.861



55
Properties=species:S:1:pos:R:3 method="wB97M-V/def2-TZVPD" gap_ev=4.63 e_homo_ev=-0.088 energy_ha=-2215.721886 charge=-2
Ag -0.089 0.990 0.045
O 3.942 1.926 -0.700
C 2.758 1.630 -0.771
N 1.979 1.227 0.295
C 2.687 0.805 1.495
C 2.489 1.670 2.652
C 2.542 3.047 2.499
C 2.581 3.882 3.569
C 2.575 3.356 4.852
C 2.432 1.918 4.983
N 2.318 1.173 3.897
C 2.014 1.699 -2.037
C 2.780 1.770 -3.205
C 2.100 1.775 -4.431
C 0.714 1.758 -4.486
C 0.073 1.760 -3.267
N 0.694 1.668 -2.096
H 3.703 0.647 1.307
H 2.287 -0.179 1.824
H 2.790 3.374 1.473
H 2.569 4.987 3.460
H 2.669 3.973 5.739
H 2.422 1.402 5.931
H 3.848 1.548 -3.198
H 2.660 1.846 -5.397
H 0.252 1.718 -5.479
H -0.979 1.880 -3.211
O -2.416 0.766 -0.187
N -3.239 1.805 -0.172
C -4.490 1.621 -0.702
C -5.321 2.684 -0.936
C -4.936 3.971 -0.404
C -3.714 4.113 0.160
C -2.833 3.001 0.291
S -1.305 3.140 0.935
H -4.741 0.595 -0.973
H -6.245 2.449 -1.399
H -5.589 4.869 -0.511
H -3.327 5.076 0.553
F -0.903 -8.528 0.818
C -0.593 -7.934 -0.369
F 0.626 -8.410 -0.725
F -1.468 -8.294 -1.302
C -0.537 -6.464 -0.239
C -0.082 -5.851 0.929
C -0.042 -4.485 1.008
C -0.472 -3.677 -0.044
C -0.993 -4.342 -1.109
C -1.064 -5.686 -1.259
C -0.330 -2.278 0.001
C -0.306 -1.053 0.012
H 0.256 -6.392 1.820
H 0.305 -4.037 1.946
H -1.513 -3.678 -1.790
H -1.537 -6.231 -2.093



56
Properties=species:S:1:pos:R:3 method="wB97M-V/def2-TZVPD" gap_ev="7.45 / 5.71" e_homo_ev="-8.214 / -8.188" e_above_lowest_kj_mol=230.08 spin_multiplicity=2 energy_ha=-2861.401393
Ir 0.324 0.186 -0.292
S -1.274 -0.640 2.661
C -0.907 -1.979 1.638
C -1.591 -3.183 1.822
C -1.320 -4.257 0.994
C -0.347 -4.120 0.023
C 0.331 -2.917 -0.079
N 0.071 -1.870 0.697
H -2.336 -3.238 2.602
H -1.867 -5.184 1.100
H -0.105 -4.930 -0.651
H 1.112 -2.781 -0.811
O -0.984 2.071 -0.879
S -2.306 1.444 -0.653
O -3.288 2.328 -0.087
O -2.102 0.205 0.134
C -2.939 0.925 -2.242
C -4.282 1.186 -2.467
C -4.869 0.834 -3.674
C -4.118 0.220 -4.659
C -2.777 -0.061 -4.439
C -2.174 0.293 -3.241
S -0.532 -0.357 -2.964
O -0.186 -1.120 -4.128
O 0.416 0.717 -2.663
O -0.708 -1.159 -1.708
H -4.850 1.664 -1.681
H -5.921 1.031 -3.836
H -4.575 -0.058 -5.600
H -2.177 -0.570 -5.180
C 3.845 -1.754 -1.808
C 4.747 -1.550 -0.769
C 4.355 -0.844 0.351
C 3.060 -0.333 0.434
C 2.146 -0.565 -0.583
C 2.546 -1.275 -1.716
C 2.574 0.518 1.509
C 3.357 0.839 2.641
C 2.899 1.714 3.562
C 1.636 2.308 3.374
C 1.133 3.272 4.282
C -0.094 3.826 4.100
C -0.868 3.429 2.987
C -0.396 2.517 2.091
C 0.872 1.929 2.247
N 1.361 1.010 1.330
H 4.155 -2.284 -2.700
H 5.758 -1.929 -0.842
H 5.065 -0.679 1.152
H 1.864 -1.448 -2.536
H 4.327 0.378 2.754
H 3.490 1.974 4.432
H 1.759 3.569 5.115
H -0.464 4.567 4.796
H -1.851 3.851 2.821
H -0.997 2.278 1.239



56
Properties=species:S:1:pos:R:3 method="wB97M-V/def2-TZVPD" gap_ev="5.97 / 6.78" e_homo_ev="-10.823 / -10.891" spin_multiplicity=2 energy_ha=-3949.217773 charge=+1
V 0.012 -0.084 0.023
S 0.806 -0.752 2.046
C 2.515 -1.014 1.644
C 3.454 -0.998 2.672
C 4.801 -1.181 2.399
C 5.240 -1.391 1.098
C 4.321 -1.430 0.063
C 2.977 -1.227 0.341
S 1.752 -1.383 -0.939
C 2.205 -0.199 -2.255
C 0.990 0.523 -2.773
C 0.971 1.029 -4.058
C -0.123 1.778 -4.467
C -1.175 1.990 -3.593
C -1.112 1.436 -2.325
C -2.231 1.576 -1.331
S -1.589 1.786 0.361
C -0.658 3.273 0.076
C -1.345 4.475 -0.048
C -0.646 5.630 -0.350
C 0.733 5.571 -0.516
C 1.416 4.376 -0.368
C 0.728 3.200 -0.060
S 1.616 1.737 0.317
N -0.042 0.727 -1.937
H 3.120 -0.826 3.687
H 5.514 -1.159 3.212
H 6.291 -1.537 0.893
H 4.646 -1.622 -0.952
H 2.693 -0.744 -3.061
H 2.898 0.519 -1.816
H 1.805 0.851 -4.724
H -0.152 2.195 -5.464
H -2.038 2.572 -3.884
H -2.857 0.680 -1.325
H -2.850 2.440 -1.565
H -2.419 4.501 0.096
H -1.170 6.571 -0.447
H 1.285 6.472 -0.751
H 2.492 4.346 -0.474
O -3.213 -1.480 -1.474
C -2.309 -1.960 -0.850
O -1.356 -1.168 -0.293
C -2.082 -3.419 -0.668
C -2.842 -4.289 -1.443
C -2.679 -5.657 -1.308
C -1.753 -6.114 -0.390
C -0.993 -5.273 0.399
C -1.162 -3.907 0.256
N -1.569 -7.575 -0.239
O -2.383 -8.294 -0.770
O -0.605 -7.946 0.394
H -3.559 -3.884 -2.143
H -3.255 -6.363 -1.888
H -0.292 -5.693 1.106
H -0.597 -3.227 0.877



50
Properties=species:S:1:pos:R:3 method="wB97M-V/def2-TZVPD" gap_ev=7.35 e_homo_ev=-8.189 e_above_lowest_kj_mol=130.87 energy_ha=-1316.894983 smiles="Cc1ccccc1[C@H]1C2=C(Nc3[nH]n(-c4ccccc4)c(=O)c31)c1ccccc1C2=O"
C -0.195 -1.989 0.544
C -0.237 -1.610 -0.886
C -0.302 -2.674 -1.802
C -0.384 -2.446 -3.166
C -0.468 -1.147 -3.632
C -0.540 -0.074 -2.787
C -0.444 -0.260 -1.395
C -0.499 0.970 -0.491
C -1.546 0.819 0.600
C -1.204 0.871 1.960
N 0.096 1.061 2.410
C 1.052 1.292 1.467
N 2.404 1.562 1.715
N 3.030 1.788 0.441
C 4.425 2.071 0.349
C 5.099 2.701 1.416
C 6.432 3.030 1.375
C 7.208 2.711 0.277
C 6.568 2.198 -0.863
C 5.195 1.833 -0.804
C 2.089 1.627 -0.583
O 2.144 1.763 -1.785
C 0.836 1.311 0.111
C -2.406 0.667 2.773
C -2.522 0.565 4.181
C -3.800 0.315 4.708
C -4.903 0.243 3.854
C -4.739 0.302 2.459
C -3.502 0.522 1.913
C -3.003 0.606 0.553
O -3.668 0.576 -0.482
H 0.282 -2.974 0.612
H 0.387 -1.278 1.131
H -1.184 -2.055 0.984
H -0.214 -3.697 -1.424
H -0.364 -3.267 -3.862
H -0.536 -0.976 -4.727
H -0.717 0.885 -3.265
H -0.837 1.845 -1.070
H 0.132 1.688 3.202
H 2.830 1.031 2.448
H 4.539 2.977 2.316
H 6.914 3.508 2.218
H 8.240 2.925 0.191
H 7.098 2.022 -1.792
H 4.743 1.441 -1.692
H -1.670 0.599 4.830
H -3.922 0.292 5.797
H -5.875 0.105 4.257
H -5.603 0.181 1.875



50
Properties=species:S:1:pos:R:3 method="wB97M-V/def2-TZVPD" gap_ev=7.56 e_homo_ev=-7.600 e_above_lowest_kj_mol=10.13 energy_ha=-1783.572774
Sn 1.932 0.096 0.491
O 0.415 -2.495 1.266
C 0.157 -1.415 0.783
C -1.260 -1.167 0.302
C -2.141 -2.242 0.218
C -3.448 -2.050 -0.199
C -3.891 -0.776 -0.522
C -3.028 0.306 -0.432
C -1.713 0.116 -0.024
P -0.503 1.471 0.097
C -0.436 1.822 1.887
C -1.148 1.103 2.844
C -0.959 1.365 4.194
C -0.060 2.339 4.598
C 0.650 3.066 3.652
C 0.469 2.802 2.305
C -1.365 2.917 -0.605
C -1.383 3.023 -1.996
C -1.999 4.102 -2.609
C -2.587 5.093 -1.834
C -2.564 4.997 -0.451
C -1.955 3.913 0.166
H -1.777 -3.226 0.482
H -4.122 -2.894 -0.267
H -4.914 -0.624 -0.843
H -3.382 1.299 -0.680
H -1.851 0.339 2.539
H -1.519 0.800 4.928
H 0.096 2.523 5.654
H 1.350 3.829 3.966
H 1.025 3.362 1.561
H -0.911 2.253 -2.597
H -2.013 4.177 -3.688
H -3.056 5.945 -2.309
H -3.028 5.766 0.154
H -1.943 3.844 1.246
O 3.519 -1.702 0.416
C 3.111 -1.967 -0.739
O 2.296 -1.197 -1.347
C 3.551 -3.227 -1.405
C 4.899 -3.555 -1.487
C 5.279 -4.758 -2.063
C 4.314 -5.641 -2.527
C 2.968 -5.317 -2.434
C 2.585 -4.104 -1.883
H 5.640 -2.869 -1.099
H 6.328 -5.013 -2.144
H 4.613 -6.587 -2.961
H 2.220 -6.012 -2.793
H 1.541 -3.829 -1.808



55
Properties=species:S:1:pos:R:3 method="wB97M-V/def2-TZVPD" gap_ev=7.46 e_homo_ev=-5.074 energy_ha=-7248.601820 charge=-1
Au -2.081 2.214 -3.631
Se 0.389 -1.256 2.100
P 1.207 -0.519 0.326
C 2.666 -1.374 -0.302
C 3.691 -0.569 -0.978
C 4.909 -1.248 -1.223
C 5.148 -2.585 -0.813
C 4.186 -3.295 -0.130
C 2.914 -2.700 0.121
C 2.017 1.071 0.671
C 2.055 2.081 -0.276
C 2.944 3.157 -0.093
C 3.732 3.154 1.024
C 3.678 2.230 2.006
C 2.766 1.175 1.857
C 0.238 -0.166 -1.205
C -1.003 0.218 -1.623
N -0.824 0.789 -2.798
N 0.401 0.676 -3.162
N 1.031 0.068 -2.237
P -2.659 -0.157 -1.076
Se -4.098 -0.481 -2.573
C -3.153 1.178 0.023
C -2.512 1.479 1.228
C -3.031 2.425 2.080
C -4.141 3.166 1.690
C -4.759 2.915 0.430
C -4.258 1.965 -0.376
C -2.362 -1.642 -0.179
C -3.105 -1.846 0.966
C -3.053 -3.045 1.645
C -2.332 -4.098 1.039
C -1.588 -3.855 -0.137
C -1.537 -2.601 -0.692
H 3.516 0.441 -1.343
H 5.680 -0.746 -1.818
H 6.082 -3.154 -0.835
H 4.454 -4.260 0.306
H 2.124 -3.228 0.585
H 1.380 2.050 -1.186
H 2.972 3.967 -0.761
H 4.394 3.977 1.156
H 4.176 2.385 2.969
H 2.639 0.381 2.682
H -1.625 0.871 1.421
H -2.702 2.520 3.119
H -4.523 4.000 2.306
H -5.546 3.493 0.123
H -4.818 1.757 -1.278
H -3.918 -1.173 1.214
H -3.706 -3.170 2.527
H -2.321 -5.129 1.481
H -1.109 -4.765 -0.598
H -1.012 -2.481 -1.617
Cl -3.612 3.737 -4.160



57
Properties=species:S:1:pos:R:3 method="wB97M-V/def2-TZVPD" gap_ev="5.85 / 5.85" e_homo_ev="-7.795 / -7.790" energy_ha=-3100.586968
Pd -0.526 0.128 0.125
N 0.500 2.156 -2.061
P 0.590 2.178 -0.350
C -0.951 3.186 -0.070
C -1.264 4.319 -0.812
C -2.494 4.933 -0.660
C -3.440 4.393 0.199
C -3.121 3.289 0.971
C -1.870 2.703 0.860
C 1.809 3.512 -0.172
C 1.620 4.450 0.837
C 2.453 5.549 0.922
C 3.491 5.702 0.014
C 3.715 4.739 -0.958
C 2.881 3.639 -1.048
C 0.131 1.065 -2.786
C 0.176 1.057 -4.189
C -0.197 -0.085 -4.860
C -0.603 -1.205 -4.138
C -0.650 -1.111 -2.761
N -0.306 -0.001 -2.115
H 0.968 2.893 -2.570
H -0.534 4.725 -1.499
H -2.719 5.831 -1.214
H -4.423 4.834 0.268
H -3.847 2.877 1.657
H -1.574 1.887 1.529
H 0.807 4.317 1.540
H 2.285 6.293 1.688
H 4.127 6.572 0.065
H 4.535 4.847 -1.654
H 3.065 2.864 -1.778
H 0.485 1.945 -4.717
H -0.174 -0.113 -5.939
H -0.894 -2.118 -4.632
H -0.977 -1.936 -2.133
Cl 3.778 -2.241 -1.294
C 3.774 -1.099 0.055
Cl 3.857 -1.947 1.594
C 2.433 -0.311 -0.042
O 2.483 0.781 -0.627
O 1.458 -0.879 0.458
H 4.641 -0.446 -0.042
I -7.889 -1.147 4.928
C -6.129 -1.077 3.753
C -4.899 -1.243 4.367
C -3.748 -1.155 3.606
C -3.828 -0.922 2.237
C -5.072 -0.789 1.631
C -6.223 -0.866 2.389
C -2.585 -0.718 1.442
O -2.649 -0.670 0.184
O -1.504 -0.540 2.061
H -4.835 -1.426 5.429
H -2.775 -1.260 4.063
H -5.130 -0.611 0.568
H -7.186 -0.749 1.921



Copy entry 6 word for word.
50
Properties=species:S:1:pos:R:3 method="wB97M-V/def2-TZVPD" gap_ev=7.35 e_homo_ev=-8.189 e_above_lowest_kj_mol=130.87 energy_ha=-1316.894983 smiles="Cc1ccccc1[C@H]1C2=C(Nc3[nH]n(-c4ccccc4)c(=O)c31)c1ccccc1C2=O"
C -0.195 -1.989 0.544
C -0.237 -1.610 -0.886
C -0.302 -2.674 -1.802
C -0.384 -2.446 -3.166
C -0.468 -1.147 -3.632
C -0.540 -0.074 -2.787
C -0.444 -0.260 -1.395
C -0.499 0.970 -0.491
C -1.546 0.819 0.600
C -1.204 0.871 1.960
N 0.096 1.061 2.410
C 1.052 1.292 1.467
N 2.404 1.562 1.715
N 3.030 1.788 0.441
C 4.425 2.071 0.349
C 5.099 2.701 1.416
C 6.432 3.030 1.375
C 7.208 2.711 0.277
C 6.568 2.198 -0.863
C 5.195 1.833 -0.804
C 2.089 1.627 -0.583
O 2.144 1.763 -1.785
C 0.836 1.311 0.111
C -2.406 0.667 2.773
C -2.522 0.565 4.181
C -3.800 0.315 4.708
C -4.903 0.243 3.854
C -4.739 0.302 2.459
C -3.502 0.522 1.913
C -3.003 0.606 0.553
O -3.668 0.576 -0.482
H 0.282 -2.974 0.612
H 0.387 -1.278 1.131
H -1.184 -2.055 0.984
H -0.214 -3.697 -1.424
H -0.364 -3.267 -3.862
H -0.536 -0.976 -4.727
H -0.717 0.885 -3.265
H -0.837 1.845 -1.070
H 0.132 1.688 3.202
H 2.830 1.031 2.448
H 4.539 2.977 2.316
H 6.914 3.508 2.218
H 8.240 2.925 0.191
H 7.098 2.022 -1.792
H 4.743 1.441 -1.692
H -1.670 0.599 4.830
H -3.922 0.292 5.797
H -5.875 0.105 4.257
H -5.603 0.181 1.875